Density functional theory data (ωB97M-V/def2-TZVPD) for 11 unconnected molecules or ions with the total composition C23H60N14O11.

Structure (XYZ):
```
108
Properties=species:S:1:pos:R:3:forces:R:3:lowdin_charge:R:1
C -2.180 -3.682 -2.562 0.60 -1.10 -0.60 -0.178
C -3.662 -4.106 -2.624 1.29 0.70 0.26 -0.141
C -4.141 -3.262 -1.503 -1.11 1.26 0.83 -0.218
O -3.163 -3.345 -0.446 0.98 -0.45 -0.57 -0.184
C -1.880 -3.591 -1.071 -0.08 -0.25 -1.04 -0.182
H -1.886 -2.737 -3.020 -0.77 0.08 -0.30 0.108
H -1.569 -4.447 -3.051 0.16 0.07 0.09 0.106
H -3.761 -5.136 -2.277 0.03 -0.19 -0.64 0.125
H -4.090 -3.880 -3.596 -0.32 -0.27 0.10 0.123
H -5.103 -3.575 -1.090 0.08 0.01 0.08 0.128
H -4.211 -2.202 -1.774 -0.19 -0.07 -0.20 0.130
H -1.430 -4.540 -0.770 -0.29 0.07 0.68 0.117
H -1.134 -2.802 -0.992 -0.21 0.25 0.94 0.099
C 2.886 3.677 -0.144 1.21 2.11 -0.37 -0.151
C 2.239 4.994 0.373 -0.49 -0.13 1.76 -0.121
C 2.071 4.706 1.931 0.14 -0.33 -1.28 -0.169
O 2.432 3.341 2.080 -0.17 -0.43 1.00 -0.182
C 3.367 2.972 1.094 -0.33 -0.93 0.10 -0.215
H 3.798 4.017 -0.644 -0.28 -0.44 -0.77 0.110
H 2.220 3.126 -0.794 0.08 -0.30 0.08 0.080
H 1.271 5.255 -0.052 0.01 -0.32 -0.21 0.096
H 2.854 5.888 0.281 0.25 -0.21 -0.30 0.098
H 1.046 4.780 2.290 -0.01 0.23 -0.03 0.110
H 2.725 5.344 2.529 0.02 0.05 0.01 0.111
H 3.383 1.885 0.974 -0.49 -0.03 0.16 0.116
H 4.400 3.172 1.403 -0.05 0.72 -0.09 0.122
C -2.135 1.751 -3.334 -1.71 -0.28 0.24 -0.170
C -1.699 3.007 -2.589 -0.76 0.71 -0.33 -0.144
C -0.359 3.322 -3.258 0.89 0.32 0.71 -0.185
O -0.009 2.143 -3.986 -0.16 0.85 -1.01 -0.223
C -1.254 1.653 -4.549 1.28 -1.16 1.01 -0.160
H -3.211 1.810 -3.505 0.06 -0.14 -0.25 0.112
H -2.009 0.847 -2.734 0.22 0.10 0.08 0.102
H -1.766 2.907 -1.510 0.80 -0.27 0.00 0.070
H -2.446 3.782 -2.782 0.25 0.18 -0.30 0.117
H 0.516 3.521 -2.629 -0.28 -0.12 0.47 0.105
H -0.396 4.225 -3.875 -0.32 -0.28 -0.46 0.120
H -1.009 0.601 -4.716 -0.39 0.02 -0.58 0.108
H -1.515 2.132 -5.492 -0.14 0.34 0.23 0.128
C 4.320 -2.488 3.009 0.50 -0.71 1.54 -0.161
C 5.172 -1.989 4.195 0.89 0.63 -0.30 -0.166
C 5.171 -0.485 3.927 -0.86 -0.90 -0.57 -0.188
O 3.832 -0.259 3.467 0.00 1.53 0.09 -0.155
C 3.345 -1.347 2.721 0.60 -1.04 0.25 -0.214
H 3.839 -3.411 3.334 -0.07 -0.13 -0.55 0.110
H 5.009 -2.654 2.182 -0.25 -0.23 -0.16 0.099
H 6.215 -2.313 4.161 -0.13 -0.41 -0.07 0.108
H 4.800 -2.234 5.189 -0.35 0.05 -0.12 0.110
H 5.855 -0.262 3.101 0.25 0.14 0.13 0.118
H 5.399 0.126 4.796 -0.24 0.20 -0.08 0.120
H 3.379 -1.282 1.625 -0.36 1.02 0.05 0.095
H 2.326 -1.530 3.066 -0.03 -0.09 -0.22 0.118
N 0.993 0.786 -1.481 -0.55 1.14 -0.50 0.195
C 0.187 0.635 -0.390 0.93 -1.03 -0.21 -0.628
N 0.584 -0.422 0.374 -1.20 1.03 0.87 0.183
O -0.763 1.357 -0.083 0.93 -0.05 -0.16 -0.005
H 1.660 0.097 -1.778 -0.03 -0.18 0.17 0.092
H 0.743 1.517 -2.131 0.03 -0.35 -0.15 0.060
H -0.019 -0.461 1.185 0.42 -0.86 0.19 0.072
H 1.195 -1.159 0.056 -0.14 -0.18 0.03 0.044
N -5.755 0.216 0.101 -0.64 0.24 -0.70 0.174
C -4.865 0.928 -0.628 1.02 0.72 -2.73 -0.679
N -3.559 0.783 -0.326 -0.50 -1.74 1.62 0.174
O -5.197 1.528 -1.672 -0.43 -0.03 1.18 -0.036
H -6.676 0.376 -0.273 -0.17 -0.38 0.55 0.106
H -5.569 -0.292 0.944 -0.02 0.25 0.22 0.078
H -3.433 0.181 0.498 0.79 0.88 -0.44 0.054
H -2.815 1.403 -0.569 -0.12 0.19 -0.16 0.037
N -2.371 1.946 3.203 0.16 0.72 -0.03 0.180
C -3.054 2.587 2.224 -1.70 -1.25 0.42 -0.693
N -2.302 3.283 1.353 -0.82 1.31 -0.56 0.154
O -4.282 2.505 2.076 1.00 0.15 0.19 0.002
H -1.391 2.172 3.223 -0.10 -0.70 0.45 0.048
H -2.783 1.133 3.630 0.00 -0.03 0.17 0.081
H -2.922 3.581 0.614 0.71 0.38 -0.25 0.105
H -1.305 3.283 1.281 0.00 -0.31 -0.22 0.074
N 3.865 -3.314 -0.944 -0.28 -0.36 0.56 0.172
C 2.549 -3.564 -1.173 0.00 1.92 -2.00 -0.643
N 2.304 -4.715 -1.862 0.12 0.71 0.87 0.169
O 1.710 -2.660 -1.065 0.05 -0.97 0.81 -0.023
H 4.088 -2.425 -0.536 0.24 -0.06 -0.05 0.100
H 4.564 -3.992 -1.176 0.28 0.18 0.19 0.101
H 3.091 -5.330 -1.929 -0.58 -0.79 -0.26 0.100
H 1.330 -4.930 -1.981 0.20 -0.57 -0.15 0.105
N -2.622 -1.034 1.753 0.43 -0.62 0.46 0.144
C -3.678 -1.489 2.510 -1.25 1.56 0.65 -0.661
N -4.420 -2.435 1.887 0.05 -0.23 -0.24 0.167
O -4.025 -0.917 3.546 0.59 -0.78 -0.30 0.019
H -2.315 -1.702 1.057 0.29 0.11 0.04 0.087
H -1.905 -0.649 2.365 0.15 0.07 -0.26 0.051
H -5.292 -2.719 2.295 -0.01 0.09 -0.04 0.111
H -4.181 -2.603 0.917 -0.28 -0.50 0.44 0.055
N 0.631 1.569 3.523 -0.87 -0.36 -0.90 0.170
C 0.203 0.456 4.167 1.38 -0.32 0.48 -0.663
N 0.752 0.323 5.406 -0.75 -0.60 0.54 0.168
O -0.503 -0.431 3.689 0.01 0.58 -0.23 0.007
H 1.199 2.275 3.948 0.30 -0.07 -0.16 0.102
H 0.537 1.526 2.520 0.30 0.39 -0.05 0.089
H 0.288 -0.350 5.992 0.25 0.02 0.14 0.109
H 1.450 0.926 5.794 -0.05 0.14 -0.07 0.099
N 1.767 -1.893 -4.246 -0.29 0.18 0.59 0.156
C 2.460 -1.009 -5.006 1.11 -1.52 -1.23 -0.694
N 1.922 0.215 -5.134 0.33 0.40 -0.30 0.180
O 3.478 -1.397 -5.600 -0.62 0.88 0.56 -0.008
H 2.143 -2.823 -4.242 -0.28 -0.07 0.11 0.095
H 0.823 -1.684 -3.977 0.01 -0.36 0.18 0.088
H 1.185 0.569 -4.549 0.11 0.30 -0.04 0.053
H 2.451 0.819 -5.740 -0.25 0.27 0.20 0.115
```
Positions in Å, forces in eV/Å.

Output
Net charge: 0
SMILES: C1CCOC1.C1CCOC1.C1CCOC1.C1CCOC1.NC(N)=O.NC(N)=O.NC(N)=O.NC(N)=O.NC(N)=O.NC(N)=O.NC(N)=O
HOMO-LUMO gap (eV): 8.31
HOMO (eV): -8.4
F_max (eV/A): 3.0

Density functional theory data (ωB97M-V/def2-TZVPD) for 7 unconnected molecules or ions with the total composition C23H61N2O18S6.

Structure (XYZ):
```
110
Properties=species:S:1:pos:R:3:forces:R:3:lowdin_charge:R:1
C 0.057 6.591 -3.379 0.76 1.41 0.18 -0.029
C 0.641 7.637 -4.398 -2.36 -0.30 -0.18 -0.276
C 0.485 7.203 -5.900 -0.31 -0.67 0.27 -0.156
N 1.641 6.543 -6.497 -0.01 1.17 -0.22 -0.071
C 2.862 7.321 -6.283 -0.25 -0.85 1.42 -0.179
C 3.133 7.354 -4.728 2.14 1.12 -1.78 -0.097
N 2.029 8.052 -4.005 0.15 -0.86 0.57 0.082
H -0.962 6.306 -3.683 0.60 -0.15 0.01 0.103
H 0.731 5.737 -3.202 -0.52 0.14 -0.19 0.077
H -0.063 7.158 -2.428 0.10 -0.68 -0.31 0.095
H 0.003 8.537 -4.265 0.55 -0.39 -0.09 0.153
H 0.109 8.056 -6.503 0.67 -0.37 0.16 0.131
H -0.339 6.460 -5.921 0.36 0.53 0.10 0.134
H 1.743 5.580 -6.204 -0.01 0.05 0.02 0.126
H 2.764 8.353 -6.677 -0.10 -0.57 0.14 0.137
H 3.729 6.841 -6.772 -0.42 0.25 0.25 0.130
H 4.040 7.989 -4.602 -0.54 -0.42 0.30 0.139
H 3.398 6.366 -4.322 -0.73 0.33 -0.03 0.139
H 2.132 7.813 -3.011 -0.08 0.25 -0.08 0.178
H 2.159 9.061 -4.065 -0.07 -0.05 -0.24 0.188
O -0.153 4.559 -0.818 -0.08 -0.29 -0.21 -0.299
S 0.428 3.249 -0.671 0.46 -0.48 0.81 0.581
O -0.084 2.120 -1.392 -0.09 0.55 -0.03 -0.271
O 0.505 2.885 0.890 0.41 0.31 -0.80 -0.266
C -0.702 2.947 1.671 -0.99 -0.16 0.46 -0.244
C -1.607 1.758 1.408 0.11 0.02 -0.38 -0.072
C 2.171 3.354 -0.956 -0.03 0.07 0.15 -0.111
H -1.222 3.891 1.494 0.18 0.02 -0.15 0.115
H -0.392 2.941 2.716 0.32 0.04 -0.16 0.126
H -1.999 1.779 0.390 -0.02 0.04 0.04 0.076
H -2.453 1.760 2.095 0.10 0.01 0.07 0.085
H -1.059 0.824 1.524 -0.07 0.03 0.14 0.061
H 2.573 4.185 -0.381 -0.04 -0.05 0.05 0.076
H 2.320 3.522 -2.021 -0.09 -0.10 -0.01 0.069
H 2.634 2.414 -0.661 0.00 0.00 -0.09 0.055
O -2.069 -1.162 2.497 0.24 -0.23 0.33 -0.291
S -2.404 -2.048 3.581 -0.53 -0.68 0.00 0.590
O -1.505 -2.255 4.680 -0.02 0.30 -0.43 -0.273
O -2.828 -3.473 2.973 -0.16 0.70 0.34 -0.264
C -1.913 -4.134 2.083 0.72 -0.51 -0.42 -0.251
C -0.748 -4.763 2.823 0.12 0.23 0.31 -0.068
C -3.989 -1.603 4.223 -0.03 -0.04 -0.08 -0.114
H -1.565 -3.441 1.313 -0.13 0.14 0.13 0.111
H -2.484 -4.914 1.581 -0.25 0.16 0.18 0.124
H -0.108 -4.002 3.272 0.00 0.00 -0.07 0.070
H -0.138 -5.359 2.142 -0.11 -0.01 -0.05 0.086
H -1.108 -5.402 3.629 -0.03 -0.08 -0.13 0.061
H -4.684 -1.481 3.395 0.04 -0.04 0.00 0.076
H -3.873 -0.663 4.760 0.10 -0.03 -0.02 0.077
H -4.323 -2.382 4.903 0.04 0.01 -0.02 0.068
O -2.683 -7.186 4.250 -0.18 -0.38 0.13 -0.286
S -3.670 -7.378 5.278 -0.53 0.46 0.27 0.598
O -3.668 -8.549 6.107 0.23 0.18 -0.43 -0.273
O -5.133 -7.200 4.629 0.47 0.22 0.32 -0.265
C -5.470 -8.003 3.490 -0.22 -0.62 -0.53 -0.265
C -5.780 -9.438 3.873 0.20 -0.11 0.19 -0.074
C -3.710 -5.948 6.312 -0.04 0.03 -0.06 -0.106
H -4.674 -7.956 2.742 0.08 0.08 0.15 0.113
H -6.357 -7.548 3.045 0.09 0.23 0.21 0.121
H -4.891 -9.946 4.247 -0.02 0.02 -0.03 0.071
H -6.149 -9.994 3.010 -0.03 0.10 -0.02 0.081
H -6.530 -9.471 4.665 -0.04 0.03 -0.08 0.086
H -3.751 -5.060 5.685 0.01 -0.07 -0.05 0.061
H -2.799 -5.945 6.909 -0.02 -0.10 -0.01 0.059
H -4.579 -6.009 6.963 0.03 -0.05 -0.01 0.081
O 1.686 8.033 -11.652 0.26 -0.38 -0.06 -0.273
S 2.127 6.733 -11.228 -0.35 -0.37 0.06 0.593
O 3.272 6.100 -11.815 -0.28 0.40 0.06 -0.271
O 0.881 5.718 -11.282 0.48 0.40 0.46 -0.267
C 0.163 5.592 -12.520 -0.32 -0.18 -0.89 -0.258
C 0.923 4.764 -13.540 0.30 0.08 0.03 -0.072
C 2.324 6.738 -9.471 -0.07 -0.03 -0.13 -0.152
H -0.085 6.579 -12.917 0.13 0.04 0.15 0.117
H -0.777 5.096 -12.279 0.12 0.07 0.31 0.122
H 1.831 5.273 -13.862 -0.05 0.00 -0.01 0.072
H 0.307 4.584 -14.421 -0.07 0.02 0.08 0.084
H 1.222 3.807 -13.111 -0.09 0.00 -0.02 0.086
H 1.443 7.180 -9.018 -0.02 -0.07 -0.06 0.059
H 3.206 7.335 -9.243 0.02 0.02 -0.18 0.070
H 2.467 5.716 -9.131 -0.05 0.01 -0.05 0.074
O 3.840 -0.010 -1.403 0.21 -0.11 0.31 -0.294
S 3.497 -0.905 -0.328 -0.56 -0.63 0.08 0.592
O 4.388 -1.122 0.775 0.00 0.31 -0.46 -0.271
O 3.079 -2.327 -0.950 -0.16 0.68 0.28 -0.261
C 4.004 -2.980 -1.832 0.69 -0.46 -0.39 -0.259
C 5.160 -3.614 -1.081 0.09 0.19 0.22 -0.073
C 1.908 -0.461 0.301 -0.07 -0.08 -0.11 -0.118
H 4.362 -2.282 -2.593 -0.10 0.12 0.13 0.114
H 3.439 -3.757 -2.348 -0.25 0.17 0.15 0.123
H 5.793 -2.856 -0.619 -0.01 -0.02 -0.04 0.071
H 5.779 -4.204 -1.758 -0.10 0.00 -0.05 0.083
H 4.791 -4.259 -0.282 -0.02 -0.04 -0.08 0.086
H 1.222 -0.332 -0.533 0.02 0.01 0.02 0.074
H 2.022 0.477 0.844 0.07 -0.03 0.01 0.066
H 1.563 -1.241 0.976 0.05 0.01 0.00 0.079
O -1.818 -5.946 9.255 0.00 0.27 0.32 -0.288
S -1.245 -6.170 10.555 0.59 -0.39 0.19 0.596
O -1.736 -5.484 11.715 -0.07 0.00 -0.52 -0.274
O 0.348 -5.966 10.460 -0.55 -0.39 0.04 -0.263
C 0.842 -4.729 9.929 0.24 0.82 -0.16 -0.261
C 0.724 -3.591 10.926 -0.27 -0.01 0.14 -0.075
C -1.226 -7.905 10.887 0.10 0.00 -0.04 -0.117
H 0.335 -4.488 8.991 -0.10 -0.15 0.07 0.114
H 1.893 -4.895 9.693 -0.10 -0.31 0.06 0.122
H -0.320 -3.346 11.123 0.03 0.00 -0.03 0.070
H 1.215 -2.695 10.544 0.06 -0.08 -0.05 0.081
H 1.177 -3.867 11.879 0.06 0.01 -0.06 0.085
H -0.819 -8.426 10.024 0.00 0.05 0.01 0.076
H -2.254 -8.216 11.064 -0.01 0.11 -0.03 0.078
H -0.624 -8.085 11.774 -0.01 0.06 -0.02 0.076
```
Positions in Å, forces in eV/Å.

Output
Net charge: +1
HOMO-LUMO gap (eV): 8.52
HOMO (eV): -11.8
F_max (eV/A): 3.0